(1)
The following is a DFT calculation (ωB97M-V with the def2-TZVPD basis set) of a 6-piece molecular cluster, C28H43Cl10F18NO6PS3 overall.

Each line ends with the Löwdin charge.
Element x y z (Å)
C (-5.295140, 3.104719, 0.565510)  -0.076
C (-4.941746, 3.840357, 1.863067)  -0.281
O (-4.120457, 3.052073, 2.694754)  -0.190
C (-2.786023, 3.585844, 2.815602)  -0.256
C (-2.046143, 2.739682, 3.874060)  -0.193
P (-0.236559, 2.270293, 3.490224)  0.603
O (1.524484, 1.834861, 3.312998)  -0.192
C (2.079286, 1.465354, 4.408956)  -0.498
N (2.530326, 1.188738, 5.435567)  0.156
S (0.241961, 4.327016, 2.845319)  0.717
O (-0.077048, 4.624435, 1.450054)  -0.345
O (-0.397135, 5.268284, 3.753722)  -0.335
C (2.087520, 4.704740, 2.973728)  -0.484
F (2.631848, 4.282142, 4.115835)  0.127
F (2.138144, 6.044265, 3.003843)  0.109
C (2.926030, 4.267982, 1.726167)  -0.393
F (2.787623, 5.243989, 0.808716)  0.145
F (2.454101, 3.168101, 1.147615)  0.154
C (4.451334, 4.179543, 1.977576)  -0.360
F (4.802987, 5.311518, 2.596915)  0.168
F (5.079753, 4.103879, 0.810574)  0.173
C (4.952784, 2.996671, 2.873896)  -0.556
F (6.135220, 2.584110, 2.375564)  0.147
F (5.186901, 3.371683, 4.111239)  0.197
F (4.148168, 1.962140, 2.869806)  0.197
O (-0.522872, 0.653996, 4.081398)  -0.242
C (-0.480726, -0.261848, 3.038145)  -0.235
C (-0.989158, 0.449781, 1.765055)  -0.456
C (-0.286473, 0.001479, 0.447626)  -0.095
C (-0.537802, 1.050464, -0.634890)  -0.044
C (-0.189293, 0.526164, -2.052768)  -0.467
F (1.142039, 0.508198, -2.189150)  0.136
F (-0.703452, -0.713811, -2.185084)  0.107
C (-0.873390, 1.454830, -3.092640)  -0.459
F (-0.774652, 2.719509, -2.733065)  0.164
F (-2.171858, 1.164391, -3.069310)  0.144
S (-0.235366, 1.306790, -4.869571)  0.837
F (1.157436, 1.926101, -4.452614)  -0.104
F (-0.762236, 2.784343, -5.220837)  -0.128
F (-1.649485, 0.748285, -5.407621)  -0.157
F (0.265973, -0.173224, -4.628701)  -0.100
F (0.307306, 1.197010, -6.360721)  -0.140
C (-2.521850, 0.336304, 1.464467)  -0.379
S (-3.605825, -0.415686, 2.711656)  0.888
C (-3.841171, -2.123014, 2.062349)  -0.504
C (-2.534595, -2.794458, 1.606178)  -0.169
O (-0.498037, 1.783985, 1.908270)  -0.231
H (-5.851539, 3.758811, -0.112784)  0.068
H (-4.403680, 2.752705, 0.037672)  0.060
H (-5.911983, 2.226161, 0.766464)  0.072
H (-4.491533, 4.814956, 1.656075)  0.115
H (-5.889494, 3.995939, 2.395698)  0.113
H (-2.293644, 3.608934, 1.837534)  0.097
H (-2.900442, 4.619621, 3.160359)  0.112
H (-2.654430, 1.865971, 4.088924)  0.064
H (-2.034014, 3.340048, 4.788211)  0.083
H (0.104929, 2.724735, 4.803922)  0.070
H (-0.902744, -1.235976, 3.272634)  0.097
H (0.554221, -0.532255, 2.752481)  0.045
H (-0.672016, -0.989166, 0.202976)  0.100
H (0.792111, -0.068021, 0.609267)  0.112
H (0.121224, 1.902458, -0.465984)  0.138
H (-1.559517, 1.428042, -0.673507)  0.126
H (-2.876478, 1.334754, 1.203186)  0.060
H (-2.659512, -0.257434, 0.556354)  0.075
H (-4.270145, -2.698693, 2.880623)  0.062
H (-4.545074, -2.028354, 1.234396)  0.058
H (-1.832863, -2.911652, 2.430264)  0.066
H (-2.790094, -3.800486, 1.250667)  0.060
H (-2.084140, -2.260212, 0.771904)  0.026
Cl (8.024574, -2.124190, 2.863841)  0.540
C (8.154334, -1.702365, 1.137843)  -0.669
C (6.989739, -0.869568, 0.664937)  -0.658
Cl (5.470601, -1.796880, 0.635418)  0.553
H (8.236226, -2.627632, 0.572417)  0.064
H (9.078897, -1.139278, 1.016880)  0.068
H (7.174078, -0.527426, -0.352823)  0.071
H (6.837946, -0.001137, 1.297529)  0.057
Cl (-1.578638, 1.043793, -10.054922)  0.542
C (-1.764617, 1.184733, -8.286878)  -0.657
C (-1.344293, -0.071218, -7.569174)  -0.685
Cl (-2.456770, -1.433619, -7.878582)  0.573
H (-2.801697, 1.434268, -8.077481)  0.075
H (-1.137112, 2.014257, -7.965061)  0.062
H (-1.349424, 0.103764, -6.495697)  -0.063
H (-0.345068, -0.383019, -7.862535)  0.075
Cl (-5.383808, -3.189342, -4.597450)  0.540
C (-3.864648, -2.284783, -4.365154)  -0.670
C (-2.812236, -3.101330, -3.662455)  -0.654
Cl (-3.215348, -3.414002, -1.955445)  0.557
H (-4.095869, -1.376876, -3.813019)  0.068
H (-3.501132, -2.007882, -5.353008)  0.015
H (-1.869867, -2.554363, -3.664442)  0.058
H (-2.656183, -4.059363, -4.152329)  0.070
Cl (4.317704, -4.756577, 3.107268)  0.536
C (2.723627, -4.966393, 2.333645)  -0.671
C (2.448111, -3.905172, 1.301339)  -0.665
Cl (2.203443, -2.296566, 2.028995)  0.618
H (1.968173, -4.965530, 3.116235)  0.071
H (2.724286, -5.944746, 1.855826)  -0.011
H (1.532003, -4.145457, 0.764321)  -0.010
H (3.259991, -3.830523, 0.580284)  0.048
Cl (1.947506, -7.860611, 0.361898)  0.589
C (0.346391, -8.062356, -0.397478)  -0.646
C (0.059359, -6.990960, -1.418626)  -0.646
Cl (-0.167700, -5.390516, -0.671029)  0.591
H (-0.400257, -8.069266, 0.392621)  0.070
H (0.346551, -9.038216, -0.880709)  0.071
H (-0.863410, -7.226477, -1.946959)  0.074
H (0.862662, -6.910068, -2.146855)  0.070

Force components x, y, z for each atom (eV/Å):
0.1749 0.0453 -0.0799
-0.6531 -0.5734 -0.2364
0.2846 0.1626 -0.1738
-0.5878 -0.2063 0.5414
0.1245 1.5813 -0.9076
-2.4347 -2.3987 2.5987
0.7881 -0.2131 -0.0222
-0.6926 0.3721 -0.2850
0.2801 -0.1558 0.0192
-1.3552 1.7150 -1.4446
0.7510 -0.5179 0.2084
0.7715 -0.6597 0.5215
-0.0544 0.3263 -0.3387
0.1214 -0.5035 0.2808
-0.0670 0.4115 0.0457
-0.4513 0.4730 -0.2396
0.1134 0.4181 -0.2276
0.1323 -0.7213 0.0800
-0.5104 -0.5602 1.0231
0.3324 0.5924 0.0066
0.1126 0.0201 -0.6611
0.8219 -0.1881 -0.3207
0.2506 -0.0824 -0.1758
-0.1777 0.3198 0.5098
-0.3485 -0.2889 -0.2360
0.0784 0.5400 -0.3804
1.3832 -0.2530 -1.1575
0.2962 -0.5085 -0.8641
-0.0829 -0.0734 0.7078
0.3693 -0.1001 -0.9404
-0.6504 0.9113 2.1726
0.4113 -0.3816 -0.4896
0.2136 -0.4859 -0.7236
-0.1964 -0.3653 0.3579
0.6454 0.4849 -0.0699
-0.4496 -0.3064 -0.3670
0.6509 1.6482 -0.0520
-0.1249 -0.3529 0.1813
0.0218 -0.4599 0.0501
-0.8900 1.9008 4.4586
-0.0984 0.0435 -0.0290
0.5738 0.5127 0.7465
0.1606 0.2730 0.0498
-0.0852 0.0185 0.2152
0.9654 0.6642 -0.2963
-0.8590 -0.4084 0.0305
-0.2596 0.4397 0.5383
0.0235 -0.0039 0.0541
0.0338 0.1430 0.0612
0.0567 0.0517 0.1164
0.0487 -0.0237 0.0084
0.1485 0.2325 0.0520
-0.0307 -0.1473 0.0451
0.2908 -0.0299 -0.0844
0.2923 -0.3138 -0.1937
0.1482 -0.1990 0.0224
0.3497 -0.1092 -0.3061
-0.6808 0.3620 0.2050
-0.0211 0.3436 0.4883
0.1875 0.0788 -0.2852
-0.0871 -0.0805 0.0710
-0.1890 0.0759 0.1032
-0.0430 -0.1347 0.2270
-0.2756 -0.0423 0.3886
0.0258 0.0329 0.0594
-0.2149 0.1497 -0.0185
-0.0446 -0.3447 0.0416
0.0516 0.1458 -0.0633
0.1525 0.0595 -0.0647
0.0919 -0.0887 0.1330
-0.0057 -0.0344 -0.0052
0.0964 0.0310 -0.0509
0.0261 0.0242 -0.1312
-0.0041 0.0213 0.0231
-0.0694 -0.0206 0.0395
-0.0305 0.0439 0.0200
0.0327 -0.0435 0.0010
-0.0484 0.0156 0.1106
-0.0437 0.0622 -0.1552
0.0178 -0.0852 0.1144
0.2897 -0.8714 -1.3115
-0.1898 -0.1801 -0.1648
-0.0566 -0.0511 -0.0697
-0.0428 -0.0377 -0.1022
-0.0548 -1.9481 -3.6310
-0.1407 -0.1359 -0.3595
-0.0195 -0.0065 0.0169
0.1075 0.1139 -0.0502
0.1563 0.0577 -0.0445
-0.0446 -0.0183 0.0511
-0.0464 -0.0491 0.0702
-0.0169 -0.0485 -0.0454
-0.0270 0.0421 0.0119
-0.0817 -0.0166 0.0210
0.0077 0.0092 0.0219
-0.0290 -0.1116 -0.0184
-0.0770 0.0392 -0.1162
0.1024 -0.1292 0.0000
0.0381 0.0858 0.0266
0.0375 0.1639 0.0465
0.1217 -0.0275 0.1135
0.0450 0.0139 0.0635
-0.0458 -0.1106 -0.0888
-0.0899 -0.1026 -0.0400
-0.0297 -0.0230 -0.0842
-0.0941 -0.0499 -0.0769
0.0394 0.0766 0.0295
0.0362 0.0250 -0.0367
-0.0262 -0.0181 0.0568
0.0448 0.0270 0.0586

Properties
Kohn-Sham gap in eV: 7.66
Lowest unoccupied orbital energy in eV: 1.40
DFT total energy in eV: -259441.2943
HOMO energy in eV: -6.26
Net charge: -1
Max |F| in Eh/bohr: 0.0958

=====

(2)
The following is a DFT calculation (ωB97M-V with the def2-TZVPD basis set) of C28H43CrGeN4S4Si3 as an isolated structure.

Each line ends with the Mulliken spin population.
Element x y z (Å)
Cr (-0.111781, -0.479837, 0.381431)  1.407
S (0.269213, 1.826488, 0.418507)  -0.049
C (0.835324, 1.648698, -1.241639)  -0.004
S (1.844918, 2.715730, -1.987152)  -0.006
S (0.139388, 0.219531, -1.909010)  -0.052
C (-1.669031, -4.610676, 0.797569)  0.004
C (-1.575790, -3.232591, 0.569928)  -0.042
N (-0.430098, -2.595647, 0.405988)  -0.030
C (0.703617, -3.339269, 0.451586)  -0.040
C (0.712100, -4.722863, 0.667367)  0.005
C (-0.526585, -5.360345, 0.851609)  -0.009
C (1.961238, -5.424660, 0.683685)  -0.001
C (3.127691, -4.778649, 0.468815)  0.003
C (3.146653, -3.368157, 0.221486)  -0.011
C (4.316734, -2.643709, -0.057690)  0.000
C (4.226587, -1.300927, -0.328480)  -0.002
C (2.976261, -0.676802, -0.290797)  0.016
N (1.866620, -1.328535, 0.010405)  0.000
C (1.940189, -2.655839, 0.235857)  0.045
H (-2.645336, -5.056079, 0.927488)  0.000
H (-2.468606, -2.626775, 0.522944)  0.008
H (-0.561757, -6.427845, 1.027524)  -0.001
H (1.944694, -6.491712, 0.864763)  0.000
H (4.067975, -5.315198, 0.470215)  0.000
H (5.271739, -3.154460, -0.077227)  0.000
H (5.099721, -0.714802, -0.578536)  0.000
H (2.873499, 0.376389, -0.526752)  -0.002
C (-3.511314, -0.087289, -3.452590)  0.000
Si (-3.476349, -1.221301, -1.949139)  0.028
C (-5.217701, -1.866482, -1.622203)  -0.017
C (-2.411237, -2.690698, -2.483056)  0.005
Ge (-2.619244, 0.034131, -0.085191)  -0.153
Si (-3.593244, -0.391822, 2.098940)  -0.079
C (-5.474558, -0.263576, 2.037425)  -0.029
C (-2.943938, 0.896067, 3.313856)  0.001
C (-3.242335, -2.082027, 2.875520)  0.008
Si (-3.265355, 2.308420, -0.566761)  0.013
C (-5.130088, 2.306268, -0.890652)  -0.020
C (-3.013634, 3.493300, 0.877631)  0.004
C (-2.425221, 3.025026, -2.091044)  0.006
H (-3.779235, -0.671381, -4.336871)  0.000
H (-2.529575, 0.356557, -3.625619)  -0.001
H (-4.235918, 0.720431, -3.355048)  0.001
H (-5.603854, -2.379074, -2.506020)  -0.003
H (-5.903749, -1.054856, -1.373686)  0.003
H (-5.231113, -2.575694, -0.791113)  0.000
H (-2.654975, -2.922161, -3.523087)  0.001
H (-2.602916, -3.591767, -1.900143)  0.000
H (-1.344216, -2.466426, -2.432534)  -0.001
H (-5.803302, 0.734823, 1.749058)  0.003
H (-5.888179, -0.479068, 3.025389)  -0.004
H (-5.902985, -0.974728, 1.329233)  0.004
H (-3.482534, 1.837832, 3.214732)  0.001
H (-1.882057, 1.097499, 3.164433)  0.001
H (-3.075188, 0.540507, 4.338342)  0.000
H (-3.785234, -2.882910, 2.367696)  -0.001
H (-3.609657, -2.045422, 3.904839)  0.001
H (-2.186721, -2.350668, 2.919706)  -0.001
H (-5.693846, 2.022159, -0.001501)  0.001
H (-5.418403, 1.632023, -1.696956)  0.002
H (-5.446131, 3.313938, -1.173276)  -0.002
H (-3.775996, 3.356363, 1.644534)  -0.002
H (-3.109293, 4.513571, 0.496902)  0.001
H (-2.032229, 3.400073, 1.339768)  -0.002
H (-2.956756, 2.734789, -2.998184)  0.000
H (-1.386844, 2.719532, -2.200072)  -0.001
H (-2.448036, 4.115741, -2.025743)  0.001
C (3.926285, 2.566904, 1.709284)  -0.002
C (3.690046, 1.258857, 2.383176)  0.003
C (4.650145, 0.448645, 2.928966)  0.001
C (4.236389, -0.778669, 3.470576)  0.000
N (2.970526, -1.178837, 3.472043)  0.000
C (2.038586, -0.382815, 2.939988)  0.010
S (0.398553, -0.851734, 2.862094)  -0.018
N (2.415048, 0.827358, 2.433691)  -0.003
C (5.226184, -1.732895, 4.058609)  0.000
H (4.982785, 2.821035, 1.719275)  0.000
H (3.361210, 3.354741, 2.209000)  0.000
H (3.564351, 2.535212, 0.676237)  0.001
H (5.688826, 0.741793, 2.925366)  0.000
H (1.697813, 1.362585, 1.915549)  -0.002
H (6.237148, -1.331239, 4.051513)  0.000
H (5.200443, -2.664545, 3.491638)  0.000
H (4.934402, -1.974082, 5.080451)  0.000

Force components x, y, z for each atom (eV/Å):
0.3886 0.4644 -0.0524
-0.0017 -0.1889 0.0669
-0.2891 0.1408 -0.1558
0.1338 -0.0507 0.0316
0.0344 -0.0826 0.0978
-0.0022 0.0284 -0.0229
0.0928 -0.0199 -0.0800
-0.2213 -0.0552 0.0134
-0.0332 -0.1699 0.0395
-0.1138 0.1312 -0.0157
0.0460 0.0151 -0.0037
0.1363 0.0145 -0.0009
-0.0623 -0.1075 0.0268
0.0003 0.1278 -0.0258
-0.0511 0.0105 0.0085
0.0422 -0.0361 0.0093
-0.1184 -0.0064 0.0239
-0.0614 -0.0122 0.0418
0.1255 -0.0060 -0.0239
-0.0042 -0.0023 0.0067
0.0126 -0.0158 -0.0541
-0.0001 -0.0172 0.0028
0.0157 -0.0140 -0.0020
0.0007 -0.0159 -0.0008
0.0090 -0.0040 -0.0036
0.0095 -0.0045 -0.0008
-0.0226 0.0129 0.0001
-0.0325 -0.0554 0.0712
0.0738 -0.0091 -0.1316
0.0592 0.0360 0.0296
-0.0514 0.0516 0.0613
-0.2068 -0.0432 -0.0073
0.0416 0.0237 0.1040
0.0741 0.0108 -0.0409
-0.0139 -0.0398 -0.0897
-0.0847 0.0601 0.0115
0.0114 0.0170 -0.0157
0.0767 0.0142 0.0096
0.0167 -0.0546 -0.0618
-0.0616 -0.0243 0.0599
-0.0137 -0.0197 -0.0149
0.0269 -0.0053 0.0146
-0.0101 0.0297 0.0115
-0.0230 -0.0186 -0.0345
-0.0092 0.0269 0.0022
0.0104 -0.0150 0.0181
-0.0031 0.0048 -0.0232
0.0132 -0.0273 0.0528
0.0147 0.0232 0.0096
0.0014 0.0159 0.0023
-0.0141 -0.0106 0.0496
-0.0042 -0.0141 -0.0195
-0.0037 0.0256 -0.0160
0.0113 -0.0108 -0.0015
-0.0161 -0.0231 0.0275
0.0128 -0.0219 0.0002
-0.0324 0.0108 0.0163
0.0259 0.0448 0.0207
-0.0006 -0.0046 0.0142
-0.0034 -0.0307 -0.0316
-0.0089 0.0352 -0.0124
-0.0245 -0.0253 0.0227
-0.0073 0.0267 -0.0028
0.0237 -0.0094 0.0042
0.0098 -0.0244 -0.0091
0.0406 -0.0032 0.0210
-0.0164 0.0220 0.0024
-0.0187 0.0142 -0.0120
-0.1373 -0.0563 -0.0104
-0.0065 -0.0319 0.0305
-0.0851 0.0271 -0.0189
0.1739 -0.0180 0.0811
-0.1399 0.0885 -0.0844
0.0746 -0.1174 -0.0728
0.2023 -0.0728 0.0357
-0.0058 -0.0067 0.0040
0.0058 -0.0021 -0.0060
0.0120 0.0093 0.0092
-0.0048 0.0014 0.0065
0.0110 0.0050 -0.0046
-0.0568 0.0371 -0.0105
-0.0011 -0.0019 -0.0001
0.0063 -0.0028 -0.0022
0.0014 0.0020 0.0035

Properties
Kohn-Sham gap (alpha / beta) in eV: 6.48 / 6.10
2S+1: 2
Lowest unoccupied orbital energy (alpha / beta) in eV: -0.77 / -0.66
DFT total energy in eV: -187610.4112
ΔE to the lowest compared entry with this formula, charge and spin in kJ/mol: 0.0
HOMO energy (alpha / beta) in eV: -7.25 / -6.76
Expectation value of S²: 1.191
Max |F| in Eh/bohr: 0.0118